(1)
{"formula": "C2H6NP", "method": "wB97M-V/def2-TZVPD", "elements": ["C", "C", "N", "P", "H", "H", "H", "H", "H", "H"], "positions_angstrom": [[-1.3556, 0.7636, 0.1651], [-1.3503, -0.5589, -0.0290], [1.6195, -1.6789, 0.1125], [1.9922, -0.2884, -0.0578], [-1.3415, 1.4661, -0.7008], [2.6962, 0.5481, 0.8017], [-1.5330, 1.3746, 1.1392], [-1.3286, -1.3923, 0.7162], [-1.3083, -0.9118, -1.0317], [1.9093, 0.6779, -1.1155]], "relative_energy_kcal_mol": 72.27, "gap_ev": 9.396, "smiles": "N#[PH2].C=C", "e_homo_ev": -9.639, "multiplicity": 1}


(2)
{"formula": "C4H15N2O", "method": "wB97M-V/def2-TZVPD", "elements": ["C", "C", "C", "C", "N", "N", "H", "H", "H", "H", "H", "H", "H", "H", "H", "H", "H", "H", "H", "H", "H", "O"], "positions_angstrom": [[-0.3407, 1.4635, -1.1953], [0.1022, 0.1090, -1.7312], [0.4645, -0.9654, -0.6882], [1.7979, -0.6820, 0.0458], [1.7477, -0.7489, 1.5077], [-1.1768, 1.3399, 0.0461], [0.5200, 2.0757, -0.9328], [-0.9270, 1.9655, -1.9383], [0.9875, 0.2677, -2.3260], [-0.6246, -0.3054, -2.4334], [-0.3070, -1.2654, 0.0193], [0.6883, -1.7907, -1.3689], [2.1561, 0.3029, -0.2336], [2.6292, -1.2876, -0.3049], [0.8983, -0.4388, 1.9520], [1.9460, -1.6964, 1.7924], [-0.6308, 0.8294, 0.7477], [-2.0140, 0.7644, -0.0395], [-1.2912, 2.2535, 0.4908], [-2.1999, -0.2708, 2.8263], [-2.2410, -1.4468, 1.8888], [-2.1847, -0.4734, 1.8751]], "relative_energy_kcal_mol": 29.10, "gap_ev": 9.232, "e_homo_ev": -12.582, "total_charge": 1, "multiplicity": 1}


(3)
{"formula": "C4H6O", "method": "wB97M-V/def2-TZVPD", "elements": ["C", "C", "C", "C", "O", "H", "H", "H", "H", "H", "H"], "positions_angstrom": [[-0.4613, 1.4562, 0.2472], [0.0041, 0.1404, -0.2129], [-0.4226, -1.2650, -0.2581], [1.0429, -0.8274, 0.0730], [-1.0209, -0.6186, -1.2998], [-0.5789, -2.3349, -0.1607], [-1.4191, 1.7372, -0.1941], [0.2712, 2.2244, -0.0211], [-0.5528, 1.4627, 1.3391], [1.8581, -0.9700, -0.6307], [1.2794, -1.0050, 1.1181]], "relative_energy_kcal_mol": 105.04, "gap_ev": 8.897, "smiles": "C[C@@]12C[C@@H]1O2", "e_homo_ev": -7.926, "multiplicity": 1}


(4)
{"formula": "C44H132O44", "method": "wB97M-V/def2-TZVPD", "elements": ["C", "C", "O", "O", "H", "H", "H", "H", "H", "H", "C", "C", "O", "O", "H", "H", "H", "H", "H", "H", "C", "C", "O", "O", "H", "H", "H", "H", "H", "H", "C", "C", "O", "O", "H", "H", "H", "H", "H", "H", "C", "C", "O", "O", "H", "H", "H", "H", "H", "H", "C", "C", "O", "O", "H", "H", "H", "H", "H", "H", "C", "C", "O", "O", "H", "H", "H", "H", "H", "H", "C", "C", "O", "O", "H", "H", "H", "H", "H", "H", "C", "C", "O", "O", "H", "H", "H", "H", "H", "H", "C", "C", "O", "O", "H", "H", "H", "H", "H", "H", "C", "C", "O", "O", "H", "H", "H", "H", "H", "H", "C", "C", "O", "O", "H", "H", "H", "H", "H", "H", "C", "C", "O", "O", "H", "H", "H", "H", "H", "H", "C", "C", "O", "O", "H", "H", "H", "H", "H", "H", "C", "C", "O", "O", "H", "H", "H", "H", "H", "H", "C", "C", "O", "O", "H", "H", "H", "H", "H", "H", "C", "C", "O", "O", "H", "H", "H", "H", "H", "H", "C", "C", "O", "O", "H", "H", "H", "H", "H", "H", "C", "C", "O", "O", "H", "H", "H", "H", "H", "H", "C", "C", "O", "O", "H", "H", "H", "H", "H", "H", "C", "C", "O", "O", "H", "H", "H", "H", "H", "H", "C", "C", "O", "O", "H", "H", "H", "H", "H", "H"], "positions_angstrom": [[0.3109, -4.2425, 7.7166], [-0.7073, -3.6883, 8.7818], [-2.0524, -3.5504, 8.2755], [0.5425, -3.1964, 6.7426], [-0.1387, -5.1064, 7.2270], [1.2569, -4.6116, 8.1127], [-0.2795, -2.7840, 9.2146], [-0.6696, -4.4044, 9.6027], [-2.5050, -2.9489, 8.8713], [-0.2186, -3.1517, 6.1591], [3.0041, -6.3506, 1.9463], [3.8049, -5.5260, 0.9508], [5.1083, -6.0245, 0.6818], [3.4146, -6.0928, 3.3026], [3.1616, -7.4125, 1.7578], [1.9468, -6.0891, 1.9024], [3.9242, -4.5143, 1.3385], [3.2926, -5.4684, -0.0096], [5.5993, -6.0391, 1.5066], [4.2741, -6.4776, 3.4892], [1.6659, 5.7731, 2.9332], [0.4524, 4.8223, 3.2667], [0.9847, 3.8114, 4.1220], [2.0637, 5.6588, 1.5735], [2.5237, 5.5822, 3.5781], [1.3895, 6.7975, 3.1828], [-0.0611, 4.4401, 2.3845], [-0.2860, 5.4438, 3.7733], [0.2759, 3.1825, 4.2759], [2.9821, 5.3824, 1.5301], [5.4715, -2.4682, -0.1896], [4.4124, -1.6111, 0.3651], [3.2495, -2.0852, -0.1112], [6.7994, -1.9423, -0.1824], [5.3465, -2.6492, -1.2572], [5.4145, -3.3938, 0.3832], [4.5578, -0.5452, 0.1896], [4.4323, -1.5590, 1.4537], [2.5227, -1.6413, 0.3319], [7.4503, -2.6453, -0.2435], [-0.7633, -5.5407, -1.9203], [0.5416, -5.4680, -0.9389], [1.5234, -6.3415, -1.4291], [-1.4687, -6.7498, -1.5563], [-0.3706, -5.5501, -2.9370], [-1.3658, -4.6618, -1.6906], [0.1503, -5.6820, 0.0557], [0.9723, -4.4668, -0.9518], [1.7212, -6.1372, -2.3460], [-1.7740, -6.6431, -0.6525], [-3.1493, 5.1956, -4.7599], [-3.0733, 4.4279, -3.3787], [-2.5732, 5.1525, -2.3115], [-1.8610, 5.6809, -5.1398], [-3.8004, 6.0666, -4.6857], [-3.4239, 4.4793, -5.5343], [-2.5458, 3.4766, -3.4495], [-4.1017, 4.2382, -3.0712], [-1.6178, 5.1912, -2.3972], [-1.7632, 6.6357, -5.1576], [0.1562, 2.6668, -6.2051], [-0.1645, 3.5670, -7.3552], [-0.1340, 4.8852, -6.9993], [-1.0108, 2.4645, -5.4222], [1.0094, 3.0043, -5.6168], [0.5315, 1.6865, -6.4987], [-1.0746, 3.2522, -7.8658], [0.5417, 3.3844, -8.1652], [-0.7445, 5.1361, -6.3022], [-0.7130, 1.8925, -4.7110], [-5.1204, -1.8824, 5.0316], [-4.2967, -2.4303, 6.1806], [-3.3778, -3.3977, 5.7214], [-4.4571, -0.9916, 4.2225], [-5.9326, -1.3007, 5.4675], [-5.5822, -2.6851, 4.4567], [-4.9759, -2.8205, 6.9386], [-3.8980, -1.5622, 6.7056], [-2.7660, -3.5126, 6.4522], [-3.8340, -1.4103, 3.6242], [-3.2284, -1.8843, 0.8755], [-2.6807, -3.0526, 0.1044], [-1.3955, -3.4353, 0.4705], [-3.5606, -2.3126, 2.1900], [-4.0690, -1.3728, 0.4065], [-2.5796, -1.0089, 0.8465], [-2.5784, -2.6225, -0.8919], [-3.3768, -3.8910, 0.1286], [-1.4130, -4.1436, 1.1182], [-4.2342, -2.9944, 2.1349], [-6.2447, -2.0648, -1.9208], [-5.1736, -1.5859, -2.9010], [-5.3314, -2.2616, -4.1677], [-6.0283, -3.2884, -1.4728], [-7.2212, -2.0347, -2.4040], [-6.3966, -1.3718, -1.0933], [-4.2544, -1.8117, -2.3606], [-5.2027, -0.5079, -3.0596], [-4.6824, -1.9598, -4.8075], [-6.2937, -3.8730, -2.1866], [3.5809, 1.8086, 4.7634], [3.1707, 0.6428, 3.8657], [3.1242, -0.5941, 4.6230], [2.9114, 1.9472, 5.9427], [3.5508, 2.6862, 4.1177], [4.6454, 1.7233, 4.9816], [3.7497, 0.6272, 2.9423], [2.2149, 0.8796, 3.3982], [2.6488, -0.5333, 5.4549], [1.9849, 2.1135, 5.7544], [-0.1237, -4.8938, 3.5300], [0.5523, -3.5638, 3.1887], [-0.3453, -2.4399, 3.3146], [-1.0904, -5.2414, 2.5267], [-0.6551, -4.7308, 4.4676], [0.6078, -5.6846, 3.6960], [0.9764, -3.5219, 2.1855], [1.3390, -3.3696, 3.9176], [-1.1027, -2.7878, 2.8382], [-1.5035, -6.0380, 2.8677], [-0.0031, -2.2078, -4.1837], [0.5333, -0.8468, -4.2869], [-0.3518, 0.0917, -3.7270], [0.2504, -2.7278, -2.9343], [0.4894, -2.8118, -4.9457], [-1.0469, -2.1427, -4.4909], [0.7431, -0.5039, -5.3001], [1.4621, -0.8131, -3.7175], [-0.6421, -0.0943, -2.8310], [1.1201, -3.1338, -2.9152], [3.6531, 1.0280, -3.4321], [4.8208, -0.0644, -3.2866], [5.5680, -0.2495, -4.5095], [4.1537, 2.2970, -3.6825], [2.9997, 0.9941, -2.5603], [3.1281, 0.6068, -4.2894], [4.4214, -1.0175, -2.9399], [5.5762, 0.1490, -2.5302], [6.3148, 0.3516, -4.4593], [4.0967, 2.4691, -4.6252], [-0.5500, 0.7130, 4.7191], [-1.7715, 1.3794, 4.0560], [-1.3925, 2.3851, 3.1784], [0.0082, 1.6546, 5.6179], [0.2225, 0.3628, 4.0345], [-0.9625, -0.1414, 5.2558], [-2.4085, 1.9595, 4.7238], [-2.3558, 0.6801, 3.4580], [-2.1427, 2.9710, 3.0537], [-0.4097, 1.4518, 6.4581], [3.4537, -4.9375, -4.3063], [3.6966, -4.2425, -2.9354], [2.6471, -3.4681, -2.4327], [2.5114, -5.9505, -4.1938], [4.4055, -5.3269, -4.6677], [3.1976, -4.2150, -5.0812], [4.6588, -3.7398, -3.0331], [3.9451, -5.1088, -2.3223], [2.9247, -3.0332, -1.6231], [2.6406, -6.6173, -4.8722], [-1.5012, 8.4988, 0.9852], [-1.3697, 7.1490, 0.2199], [-2.6081, 6.4778, 0.1672], [-2.2057, 8.3384, 2.2080], [-2.0139, 9.2465, 0.3800], [-0.4876, 8.8577, 1.1634], [-0.6432, 6.4424, 0.6212], [-1.2274, 7.3175, -0.8475], [-2.5639, 5.9752, -0.6494], [-2.6005, 7.4691, 2.3087], [-3.4691, 3.3163, 0.6640], [-3.9173, 1.8967, 0.1856], [-5.3411, 1.6979, -0.0095], [-3.9038, 3.5518, 1.9900], [-4.0233, 4.0545, 0.0844], [-2.4015, 3.5051, 0.5514], [-3.5817, 1.0941, 0.8423], [-3.3584, 1.6976, -0.7287], [-5.6796, 1.5079, 0.8685], [-4.8472, 3.3749, 2.0047], [4.5430, 2.7437, 1.0409], [4.9459, 3.9894, 0.3250], [4.7702, 5.1812, 1.0131], [5.5990, 2.3972, 1.9271], [4.2697, 2.0035, 0.2889], [3.6326, 2.8292, 1.6341], [4.5259, 4.1009, -0.6747], [6.0091, 3.8613, 0.1213], [5.4523, 5.8123, 0.7724], [5.7743, 3.1723, 2.4657], [-3.9043, 0.8302, -5.7033], [-3.1974, -0.5789, -5.6278], [-3.7886, -1.5680, -6.4344], [-4.1178, 1.2587, -7.0262], [-3.4467, 1.5840, -5.0626], [-4.8636, 0.6908, -5.2049], [-3.1362, -0.9953, -4.6223], [-2.1660, -0.5097, -5.9733], [-3.6992, -1.2276, -7.3276], [-4.9709, 1.6878, -7.1243], [0.0613, 0.2292, 0.8752], [-0.2391, 0.6592, -0.5693], [-0.8420, -0.3945, -1.2332], [0.9461, -0.8438, 0.8552], [-0.8032, 0.0413, 1.5120], [0.6276, 1.0720, 1.2715], [0.6743, 0.8933, -1.1162], [-0.8175, 1.5806, -0.5010], [-0.4050, -1.2368, -1.0876], [0.7979, -1.3358, 1.6661], [0.5834, 4.4488, -2.6623], [1.8844, 4.0547, -1.8955], [1.4671, 3.6859, -0.6011], [0.0524, 5.6940, -2.2740], [-0.2888, 3.7951, -2.6465], [0.8463, 4.4399, -3.7201], [2.5501, 4.9066, -1.7567], [2.3162, 3.1650, -2.3537], [1.4282, 4.4664, -0.0435], [0.6441, 6.3200, -2.6979]], "relative_energy_kcal_mol": 103.94, "gap_ev": 9.099, "e_homo_ev": -8.902, "multiplicity": 1}